Record 1
ORCA calculation (wB97M-V/def2-TZVPD) on C16H16N3O2ReSSbSe4 as an isolated structure in a non-equilibrium geometry.

Results
**⟨S²⟩**: 0.76
**Frontier orbital gap (spin up / spin down)**: 6.03 / 5.70 eV
**Total charge**: +2
**Multiplicity**: 2
**HOMO level (spin up / spin down)**: -13.8 / -13.7 eV

XYZ file:
```
44
Properties=species:S:1:pos:R:3:forces:R:3
Re -0.3062 1.7444 -1.6300 0.9 -0.3 0.7
O 0.1383 2.9807 -0.0569 1.0 -0.4 1.7
N 1.1569 2.5555 0.8523 -1.2 1.0 -0.8
C 1.1325 2.9494 2.1678 -1.0 -0.5 -1.6
C 2.0893 2.5044 3.0241 -0.4 0.6 -0.6
C 3.1619 1.8269 2.4753 -0.1 -0.2 -0.2
C 3.2174 1.5089 1.1332 -0.2 -0.4 0.5
C 2.1247 1.8229 0.3188 0.7 -0.1 0.2
S 1.9039 1.2511 -1.3190 -0.1 -0.1 0.0
H 0.2503 3.4894 2.4463 -0.2 0.3 0.0
H 1.9328 2.7321 4.0562 0.4 0.0 0.5
H 3.9198 1.4726 3.1214 0.8 -0.2 0.5
H 4.0397 0.8743 0.8360 -0.1 0.2 -0.6
Se -0.7329 3.0414 -7.1100 0.0 0.2 -0.8
Sb -1.2251 2.4861 -4.9658 -0.8 -0.5 1.1
Se -0.5910 3.7104 -2.7857 0.0 1.1 0.1
Se 0.0380 0.6145 -3.6723 -0.3 0.2 -0.1
Se -3.3750 2.3066 -3.5158 0.5 0.1 -0.7
C -0.4227 -2.8534 1.7137 1.8 0.7 -0.3
N -0.5006 -1.4123 1.4335 -1.4 0.2 0.2
N -1.0147 -0.9749 0.2271 -0.1 1.2 0.1
C -1.4335 0.3151 0.4073 -0.2 0.0 -0.6
O -1.8279 1.1260 -0.6139 0.7 -1.5 0.6
C -1.3084 0.6265 1.7453 -0.3 1.5 1.7
C -0.7544 -0.4705 2.4046 0.1 0.2 -1.8
C -0.4287 -0.5550 3.8559 -0.8 1.7 -0.6
C -0.8863 -1.6557 -1.0472 1.8 -0.2 0.2
C -2.0086 -2.0783 -1.7272 -0.4 0.2 0.2
C -1.8281 -2.6802 -2.9815 1.0 -0.2 0.4
C -0.5549 -2.8623 -3.5397 0.2 0.9 2.8
C 0.5809 -2.5367 -2.7531 -1.2 0.8 -0.4
C 0.4289 -1.8711 -1.5423 -1.7 -1.0 -0.5
H -1.2721 -3.3935 1.2989 0.1 0.0 0.1
H -0.3794 -2.8145 2.7918 -0.2 -0.9 0.2
H 0.5729 -3.1833 1.3315 -1.0 -0.3 0.2
H -1.5984 1.5864 2.2677 0.4 -1.4 -1.0
H 0.5915 -0.3116 4.0770 0.6 0.7 -0.1
H -0.5152 -1.4889 4.2839 -0.6 -2.2 0.7
H -1.1326 0.1208 4.3795 0.6 -0.3 -0.2
H -2.9891 -1.8861 -1.2431 0.6 -0.4 -0.7
H -2.6273 -3.1680 -3.4792 -0.9 0.2 -0.5
H -0.4603 -3.2446 -4.5075 0.2 -0.8 -1.2
H 1.5815 -2.6378 -3.1155 0.4 -0.3 -0.4
H 1.3121 -1.5679 -1.0431 0.5 0.3 0.7
```
Positions in Å, forces in eV/Å.

***

Record 2
ORCA calculation (wB97M-V/def2-TZVPD) on C16H16N4OS in the gas phase in a non-equilibrium geometry.

Results
**Frontier orbital gap**: 8.52 eV
**Total charge**: 0
**HOMO level**: -8.3 eV

XYZ file:
```
38
Properties=species:S:1:pos:R:3:forces:R:3
C 2.9194 5.2233 0.8988 -0.2 0.9 -0.8
C 2.1163 3.9864 0.6856 -0.8 -0.3 0.0
C 0.7831 3.8688 1.0973 0.0 0.1 -0.1
C 0.0592 2.6855 0.9448 0.5 -0.3 -0.2
C -1.3243 2.5394 1.5191 -0.4 0.4 -0.6
C 0.6749 1.6175 0.2614 0.4 1.7 0.5
N 0.0326 0.3863 0.1961 -0.8 -2.3 -0.3
C -1.0843 0.0619 -0.5452 0.5 2.7 -1.6
O -1.6560 0.8848 -1.2757 0.4 -0.7 1.3
C -1.5051 -1.3372 -0.6206 0.4 -2.1 1.4
C -2.4541 -1.7410 -1.5392 -0.5 -1.2 -0.7
C -2.7618 -3.0887 -1.6815 0.7 0.5 1.6
C -2.1651 -3.9879 -0.7856 -1.1 -1.7 -1.5
N -2.3674 -5.3955 -0.8379 0.7 2.5 0.9
C -1.6404 -5.9022 0.1165 -0.9 -0.2 -1.4
N -1.7155 -7.2393 0.2098 1.1 -2.0 0.8
S -0.6495 -4.8591 1.1104 0.0 -0.1 0.2
C -1.2621 -3.5344 0.1654 -0.1 2.7 -0.9
N -0.9240 -2.2297 0.2165 0.1 -0.5 0.3
C 1.9822 1.7569 -0.2335 -0.8 -0.2 0.0
C 2.5898 0.6696 -1.0501 -0.2 -0.5 0.2
C 2.6972 2.9102 0.0327 0.4 0.4 -0.2
H 3.1940 5.6941 -0.0949 -0.4 -0.4 1.1
H 2.3651 5.9475 1.5191 0.4 -0.2 -0.3
H 3.8469 4.9634 1.3850 0.4 0.1 0.3
H 0.2504 4.7091 1.5499 0.4 -0.1 0.0
H -1.4232 1.5843 2.0683 -0.1 0.5 -0.3
H -2.0466 2.5701 0.6572 0.4 -0.2 1.0
H -1.5423 3.3865 2.1989 0.1 -0.5 -0.3
H 0.5702 -0.4288 0.4812 -0.3 0.2 0.1
H -2.9735 -1.1225 -2.2327 0.1 1.0 -0.1
H -3.4970 -3.3718 -2.4023 -0.2 -0.5 -0.3
H -2.0888 -7.6554 -0.6540 0.3 0.2 0.9
H -0.9631 -7.7540 0.6915 -0.8 0.4 -0.6
H 3.3064 1.1245 -1.7147 0.5 -0.2 -0.2
H 3.0421 -0.0661 -0.3797 0.4 0.0 -0.2
H 1.8720 0.1062 -1.6531 -0.1 0.3 0.1
H 3.7420 3.0372 -0.3049 -0.6 -0.3 0.1
```
Positions in Å, forces in eV/Å.